# 1
The following is a quantum chemistry calculation of a structure of composition C37H38LuN7S6, from the OMol25 dataset.

**Energy above the lowest of the compared OMol25 structures with the same formula, charge and spin**: 31.6 kJ/mol
**Total charge**: 0
**Orbital gap**: 0.2437 Ha
**HOMO energy**: -6.4 eV
**F_max**: 1.34 eV/Å

CARTESIAN COORDINATES (ANGSTROEM)
Lu 1.34523 0.39790 -0.71651
S 2.05822 0.17566 -3.31046
C 1.25035 1.46644 -4.15107
C 1.16750 1.38120 -5.55366
C 0.52977 2.34009 -6.31103
C -0.05485 3.44868 -5.70304
C 0.01885 3.56869 -4.33107
C 0.67024 2.60431 -3.55869
S 0.53812 2.81640 -1.79329
C 2.06709 3.65747 -1.21539
C 3.36488 2.97836 -1.52823
C 4.35763 3.70320 -2.16631
C 5.57959 3.10266 -2.41438
C 5.75116 1.78894 -2.03489
C 4.69368 1.11060 -1.43528
C 4.92515 -0.36116 -1.19165
S 3.66107 -1.34884 -0.35439
C 2.29126 -0.99852 2.33521
C 2.50972 -2.07100 3.46234
C 1.87791 -1.79418 4.78122
C 1.16534 -0.68576 4.98508
C 0.99680 0.33201 3.96780
C 1.53601 0.24599 2.73374
S 1.43945 1.58227 1.62100
N 3.53036 1.69552 -1.16630
H 1.61441 0.51528 -6.02403
H 0.47725 2.22542 -7.38661
H -0.56875 4.19871 -6.28915
H -0.43062 4.41763 -3.82944
H 1.91119 3.69594 -0.13366
H 2.06322 4.67099 -1.60878
H 4.17326 4.72758 -2.45896
H 6.37811 3.64564 -2.90238
H 6.68210 1.26841 -2.21678
H 5.85942 -0.50009 -0.64614
H 5.02132 -0.85724 -2.16011
H 3.55669 -2.35492 3.59382
H 2.04522 -2.52067 5.56634
H 0.71287 -0.50441 5.95334
H 0.45521 1.23398 4.22183
S 3.89632 -0.54292 1.55688
C 1.48475 -2.11020 1.59095
N 1.82918 -3.03717 2.57823
N 1.17283 -4.17570 2.93606
C -0.21897 -4.22213 3.05345
C -0.84852 -5.46554 2.98403
C -2.21694 -5.57063 3.15524
C -2.98468 -4.43759 3.38694
C -2.36107 -3.20004 3.43675
C -0.99022 -3.08314 3.27059
N 0.74613 -2.34398 0.59996
N 0.41977 -1.45684 -0.38892
C -0.43316 -1.97681 -1.35930
C -0.84967 -3.31369 -1.39081
C -1.69120 -3.76458 -2.39304
C -2.14103 -2.91010 -3.39048
C -1.74305 -1.58084 -3.36423
C -0.91200 -1.11581 -2.36300
H 1.58980 -5.00960 2.55554
H -0.25405 -6.35321 2.79476
H -2.68963 -6.54303 3.09982
H -4.05546 -4.51934 3.51941
H -2.95209 -2.30845 3.60836
H -0.51884 -2.11015 3.30401
H -0.50227 -3.98152 -0.61613
H -2.00131 -4.80290 -2.39445
H -2.79459 -3.27168 -4.17372
H -2.08669 -0.89501 -4.12957
H -0.64768 -0.05700 -2.35555
C -2.45470 0.58100 2.89825
N -3.35405 1.33884 2.04078
C -4.75300 0.96991 2.21681
C -2.91192 1.67941 0.78677
S -1.58297 0.92654 0.10772
N -3.64241 2.62315 0.13962
C -3.39105 2.95232 -1.25086
C -4.44162 3.60181 0.85722
H -2.80563 0.67375 3.92865
H -1.45064 0.98777 2.82378
H -2.41750 -0.47736 2.62035
H -4.86884 -0.11559 2.12167
H -5.38048 1.44323 1.46734
H -5.09501 1.27020 3.20845
H -3.08173 2.06249 -1.79122
H -2.59860 3.70102 -1.34245
H -4.30957 3.34259 -1.69174
H -4.27972 3.50763 1.92723
H -5.50740 3.48658 0.64232
H -4.14028 4.60513 0.54749

Löwdin atomic charges, in units of e: atom 1 (Lu): 1.02, atom 2 (S): 0.58, atom 3 (C): -0.68, atom 4 (C): -0.13, atom 5 (C): -0.09, atom 6 (C): -0.10, atom 7 (C): -0.13, atom 8 (C): -0.52, atom 9 (S): 0.85, atom 10 (C): -0.37, atom 11 (C): -0.33, atom 12 (C): -0.01, atom 13 (C): -0.03, atom 14 (C): -0.02, atom 15 (C): -0.36, atom 16 (C): -0.49, atom 17 (S): 0.59, atom 18 (C): -0.59, atom 19 (C): -0.23, atom 20 (C): -0.05, atom 21 (C): -0.09, atom 22 (C): -0.15, atom 23 (C): -0.70, atom 24 (S): 0.50, atom 25 (N): 0.01, atom 26 (H): 0.10, atom 27 (H): 0.10, atom 28 (H): 0.10, atom 29 (H): 0.10, atom 30 (H): 0.05, atom 31 (H): 0.08, atom 32 (H): 0.12, atom 33 (H): 0.11, atom 34 (H): 0.12, atom 35 (H): 0.08, atom 36 (H): 0.09, atom 37 (H): 0.12, atom 38 (H): 0.11, atom 39 (H): 0.11, atom 40 (H): 0.09, atom 41 (S): 0.66, atom 42 (C): -0.34, atom 43 (N): -0.05, atom 44 (N): 0.07, atom 45 (C): -0.24, atom 46 (C): -0.04, atom 47 (C): -0.10, atom 48 (C): -0.11, atom 49 (C): -0.09, atom 50 (C): -0.02, atom 51 (N): 0.08, atom 52 (N): -0.27, atom 53 (C): -0.32, atom 54 (C): -0.04, atom 55 (C): -0.10, atom 56 (C): -0.12, atom 57 (C): -0.10, atom 58 (C): -0.14, atom 59 (H): 0.14, atom 60 (H): 0.11, atom 61 (H): 0.10, atom 62 (H): 0.10, atom 63 (H): 0.08, atom 64 (H): 0.09, atom 65 (H): 0.09, atom 66 (H): 0.10, atom 67 (H): 0.09, atom 68 (H): 0.10, atom 69 (H): 0.02, atom 70 (C): -0.10, atom 71 (N): -0.23, atom 72 (C): -0.05, atom 73 (C): -0.72, atom 74 (S): 0.72, atom 75 (N): -0.21, atom 76 (C): -0.08, atom 77 (C): -0.06, atom 78 (H): 0.10, atom 79 (H): 0.04, atom 80 (H): 0.06, atom 81 (H): 0.10, atom 82 (H): 0.07, atom 83 (H): 0.09, atom 84 (H): 0.06, atom 85 (H): 0.08, atom 86 (H): 0.09, atom 87 (H): 0.09, atom 88 (H): 0.09, atom 89 (H): 0.09

# 2
The following is a quantum chemistry calculation of a structure of composition C37H38N7O5S4V, from the OMol25 dataset.

**Energy above the lowest of the compared OMol25 structures with the same formula, charge and spin**: 0.0 kJ/mol
**Spin multiplicity**: 4
**Total charge**: -1
**Orbital gap (spin up / spin down)**: 0.2105 / 0.2275 Ha
**HOMO energy (spin up / spin down)**: -3.6 / -4.1 eV
**F_max**: 1.39 eV/Å

CARTESIAN COORDINATES (ANGSTROEM)
V -0.70780 0.18008 -0.33622
N 0.99366 2.22281 -2.17728
C 1.76737 1.11978 -1.84977
C 3.11840 1.14859 -2.23799
C 3.90775 0.05138 -1.99028
C 3.34919 -1.06020 -1.37066
C 2.02526 -0.99186 -0.98954
N 1.25098 0.07645 -1.20548
C -0.37219 2.35156 -2.40677
C -0.84571 3.51396 -3.03009
C -2.18397 3.59650 -3.32339
C -3.03228 2.52521 -3.03682
C -2.48969 1.43362 -2.40323
N -1.19063 1.37115 -2.07467
H 1.51133 3.08083 -2.26828
H 3.50701 2.02611 -2.73796
H 4.95030 0.05570 -2.28338
H 3.92360 -1.94701 -1.14615
H 1.55781 -1.78940 -0.42131
H -0.16601 4.33014 -3.23522
H -2.57940 4.49570 -3.77786
H -4.08460 2.55364 -3.27781
H -3.07927 0.57203 -2.11951
N -0.63716 -8.70919 2.06191
C -0.47148 -7.32244 2.13318
C 0.67482 -6.71873 1.61882
C 0.80783 -5.34042 1.64113
C -0.20239 -4.55241 2.16590
C -1.33321 -5.14447 2.70409
C -1.47016 -6.51873 2.68489
S 0.00619 -2.79591 2.26132
O 1.44115 -2.58325 2.19321
O -0.70833 -2.38285 3.43636
N -0.62088 -2.04041 0.98006
C -1.13628 -2.60279 -0.10558
N -1.22651 -1.72822 -1.15374
C -1.72196 -2.14568 -2.30405
C -2.16299 -3.44387 -2.49073
C -2.04237 -4.26972 -1.37602
N -1.54932 -3.88771 -0.21684
H 0.22032 -9.23353 1.99918
H -1.27121 -9.09610 2.74163
H 1.46697 -7.33455 1.20741
H 1.70150 -4.86633 1.25860
H -2.10146 -4.51940 3.13940
H -2.35597 -6.98184 3.10543
H -1.74948 -1.40737 -3.10046
H -2.57548 -3.78623 -3.42683
H -2.36814 -5.30590 -1.43262
C -4.67703 1.21640 0.74899
C -3.69395 0.04937 0.87408
C -3.72995 -0.53469 2.28686
O -2.43237 0.47096 0.55293
H -5.70698 0.91368 0.96971
H -4.64403 1.63609 -0.25929
H -4.38502 2.00755 1.44448
H -4.03897 -0.75552 0.17945
H -3.54906 0.25752 3.01863
H -2.93896 -1.27542 2.40696
H -4.69749 -0.99878 2.51065
O 0.91912 0.28975 3.52916
S 1.80621 0.47613 2.36552
C 3.40040 -0.24059 2.83965
C 4.46771 -0.30330 1.95830
C 5.66484 -0.86223 2.37954
C 5.78441 -1.36518 3.66866
C 4.69964 -1.31751 4.53256
C 3.49823 -0.75820 4.11865
C 2.37068 2.18645 2.42124
C 1.96112 2.96995 3.48193
C 2.28820 4.31992 3.48559
C 3.02328 4.86529 2.44589
C 3.44048 4.06080 1.39217
C 3.10444 2.71888 1.37246
H 4.36963 0.07322 0.94750
H 6.50650 -0.90674 1.69864
H 6.71864 -1.80636 3.99333
H 4.78279 -1.72325 5.53329
H 2.62278 -0.73011 4.75502
H 1.35384 2.52375 4.25868
H 1.93339 4.95207 4.28909
H 3.24334 5.92512 2.43705
H 4.00128 4.49003 0.57028
H 3.38884 2.09682 0.53051
C -1.48300 2.34693 4.12711
O -1.09197 2.25676 2.76845
C -1.02398 3.34285 2.00270
S -1.46234 4.86230 2.56173
S -0.35682 3.00103 0.47335
H -1.24212 1.37167 4.54484
H -2.55194 2.55410 4.20546
H -0.93993 3.14399 4.63732

Löwdin atomic charges, in units of e: atom 1 (V): 0.71, atom 2 (N): 0.11, atom 3 (C): -0.29, atom 4 (C): -0.02, atom 5 (C): -0.08, atom 6 (C): -0.07, atom 7 (C): -0.11, atom 8 (N): 0.04, atom 9 (C): -0.39, atom 10 (C): -0.02, atom 11 (C): -0.06, atom 12 (C): -0.05, atom 13 (C): -0.11, atom 14 (N): 0.02, atom 15 (H): 0.14, atom 16 (H): 0.11, atom 17 (H): 0.11, atom 18 (H): 0.11, atom 19 (H): 0.10, atom 20 (H): 0.11, atom 21 (H): 0.11, atom 22 (H): 0.10, atom 23 (H): 0.11, atom 24 (N): 0.08, atom 25 (C): -0.33, atom 26 (C): -0.04, atom 27 (C): -0.06, atom 28 (C): -0.31, atom 29 (C): -0.06, atom 30 (C): -0.03, atom 31 (S): 0.60, atom 32 (O): -0.34, atom 33 (O): -0.30, atom 34 (N): -0.07, atom 35 (C): -0.45, atom 36 (N): 0.02, atom 37 (C): -0.13, atom 38 (C): -0.07, atom 39 (C): -0.14, atom 40 (N): 0.14, atom 41 (H): 0.08, atom 42 (H): 0.08, atom 43 (H): 0.10, atom 44 (H): 0.11, atom 45 (H): 0.12, atom 46 (H): 0.11, atom 47 (H): 0.11, atom 48 (H): 0.08, atom 49 (H): 0.10, atom 50 (C): -0.07, atom 51 (C): -0.61, atom 52 (C): -0.05, atom 53 (O): -0.36, atom 54 (H): 0.07, atom 55 (H): 0.05, atom 56 (H): 0.08, atom 57 (H): 0.12, atom 58 (H): 0.07, atom 59 (H): 0.05, atom 60 (H): 0.07, atom 61 (O): -0.48, atom 62 (S): 0.97, atom 63 (C): -0.35, atom 64 (C): -0.08, atom 65 (C): -0.09, atom 66 (C): -0.10, atom 67 (C): -0.08, atom 68 (C): -0.06, atom 69 (C): -0.37, atom 70 (C): -0.07, atom 71 (C): -0.07, atom 72 (C): -0.09, atom 73 (C): -0.09, atom 74 (C): -0.11, atom 75 (H): 0.08, atom 76 (H): 0.10, atom 77 (H): 0.09, atom 78 (H): 0.10, atom 79 (H): 0.11, atom 80 (H): 0.10, atom 81 (H): 0.10, atom 82 (H): 0.10, atom 83 (H): 0.10, atom 84 (H): 0.09, atom 85 (C): -0.14, atom 86 (O): -0.28, atom 87 (C): -1.33, atom 88 (S): 0.49, atom 89 (S): 0.64, atom 90 (H): 0.09, atom 91 (H): 0.08, atom 92 (H): 0.05

# 3
The following is a quantum chemistry calculation of a structure of composition C37H39As2IrN3O10, from the OMol25 dataset.

**Total charge**: +1
**Orbital gap (spin up / spin down)**: 0.2115 / 0.2132 Ha
**HOMO energy (spin up / spin down)**: -10.9 / -10.9 eV
**F_max**: 1.30 eV/Å

CARTESIAN COORDINATES (ANGSTROEM)
Ir 1.58161 0.22986 0.30004
C -0.13823 -2.30104 3.13108
C 0.92021 -1.44710 3.78503
C 0.86399 -1.20485 5.15577
C 1.85950 -0.48944 5.79464
C 2.94938 -0.02402 5.07235
C 3.04533 -0.25683 3.71081
C 4.26620 0.19944 2.94381
C 2.00069 -0.94421 3.07369
N 2.09258 -1.14719 1.65215
C 2.92638 -2.16552 1.19129
O 3.27882 -3.12748 1.81910
C 3.40280 -1.90926 -0.19763
C 4.30553 -2.66566 -0.90452
C 4.81533 -2.14327 -2.08909
C 4.43640 -0.86931 -2.49965
C 3.51458 -0.18596 -1.74159
N 3.00851 -0.72572 -0.64358
C 3.08249 1.22739 -1.95397
O 3.56987 1.90595 -2.81844
N 2.16131 1.63299 -0.99521
C 1.64042 2.98961 -1.02179
C 0.97491 3.46737 -2.15415
C 0.82844 2.64623 -3.40673
C 0.45251 4.75817 -2.12055
C 0.60215 5.56676 -1.01503
C 1.29139 5.09408 0.08637
C 1.81339 3.80833 0.10735
C 2.59990 3.36356 1.32092
H -0.39036 -3.14478 3.77580
H 0.19686 -2.69043 2.17304
H -1.05359 -1.72627 2.98555
H 0.03378 -1.60789 5.72792
H 1.80175 -0.31757 6.86424
H 3.74074 0.51941 5.57590
H 4.80973 0.96027 3.50211
H 4.00823 0.61213 1.96878
H 4.94503 -0.64296 2.77900
H 4.61017 -3.62620 -0.50868
H 5.53748 -2.70883 -2.66367
H 4.84960 -0.38044 -3.37185
H 1.76124 2.64915 -3.97277
H 0.04040 3.05504 -4.04374
H 0.60279 1.60807 -3.18167
H -0.07773 5.12827 -2.99282
H 0.19254 6.57121 -1.01288
H 1.43836 5.73649 0.94754
H 2.46116 4.06648 2.14276
H 3.66768 3.30936 1.09381
H 2.30780 2.38243 1.68864
C -0.54532 2.30244 1.95296
O -0.32195 1.33588 0.87701
C -1.10633 1.54658 -0.26328
O -1.71082 2.54881 -0.38225
C -1.01882 0.37222 -1.18994
C -1.80155 0.26909 -2.31112
As -3.65150 0.84104 -2.04145
C -4.66070 -0.23142 -3.32420
C -3.79135 -0.41326 -0.48169
C -2.87852 -1.11902 0.19803
As -0.89573 -1.25208 -0.15054
C -0.91429 -2.69227 -1.46429
C -3.14590 -1.64288 1.60068
O -2.97298 -0.89550 2.52342
O -3.41722 -2.92962 1.81119
C -3.67662 -3.83111 0.72063
C -5.23882 -0.36564 -0.03943
O -5.99414 0.48029 -0.43712
O -5.59009 -1.34262 0.78992
C -6.95677 -1.30043 1.26399
C -1.35124 -0.44919 -3.53923
O -2.02814 -0.61322 -4.51072
O -0.06448 -0.82292 -3.47414
C 0.46299 -1.42695 -4.67514
H 0.07202 1.96811 2.78006
H -1.59492 2.27647 2.22434
H -0.27149 3.29694 1.62313
H -4.54645 0.22298 -4.30316
H -5.69990 -0.16640 -3.01074
H -4.33553 -1.26797 -3.37781
H -1.75924 -2.61264 -2.14292
H -0.95975 -3.63731 -0.92661
H 0.01718 -2.65343 -2.02388
H -4.53281 -4.43237 1.00227
H -2.81380 -4.47804 0.58335
H -3.89823 -3.30031 -0.20033
H -7.06663 -2.15829 1.91577
H -7.64381 -1.35787 0.42603
H -7.13301 -0.37869 1.81079
H 0.00279 -2.39688 -4.84746
H 1.53034 -1.53521 -4.51061
H 0.27343 -0.79317 -5.53499

Löwdin atomic charges, in units of e: atom 1 (Ir): 1.36, atom 2 (C): -0.04, atom 3 (C): -0.19, atom 4 (C): -0.03, atom 5 (C): -0.06, atom 6 (C): -0.04, atom 7 (C): -0.20, atom 8 (C): -0.03, atom 9 (C): -0.21, atom 10 (N): -0.09, atom 11 (C): -0.45, atom 12 (O): 0.15, atom 13 (C): -0.16, atom 14 (C): 0.05, atom 15 (C): 0.01, atom 16 (C): 0.05, atom 17 (C): -0.16, atom 18 (N): -0.02, atom 19 (C): -0.44, atom 20 (O): 0.13, atom 21 (N): -0.04, atom 22 (C): -0.19, atom 23 (C): -0.20, atom 24 (C): -0.02, atom 25 (C): -0.03, atom 26 (C): -0.06, atom 27 (C): -0.05, atom 28 (C): -0.22, atom 29 (C): -0.04, atom 30 (H): 0.10, atom 31 (H): 0.04, atom 32 (H): 0.05, atom 33 (H): 0.12, atom 34 (H): 0.11, atom 35 (H): 0.12, atom 36 (H): 0.09, atom 37 (H): 0.04, atom 38 (H): 0.09, atom 39 (H): 0.14, atom 40 (H): 0.13, atom 41 (H): 0.14, atom 42 (H): 0.08, atom 43 (H): 0.09, atom 44 (H): 0.05, atom 45 (H): 0.12, atom 46 (H): 0.11, atom 47 (H): 0.12, atom 48 (H): 0.09, atom 49 (H): 0.09, atom 50 (H): 0.02, atom 51 (C): 0.02, atom 52 (O): -0.28, atom 53 (C): -0.56, atom 54 (O): 0.15, atom 55 (C): -0.37, atom 56 (C): -0.28, atom 57 (As): 1.36, atom 58 (C): -0.28, atom 59 (C): -0.24, atom 60 (C): -0.23, atom 61 (As): 1.33, atom 62 (C): -0.24, atom 63 (C): -0.58, atom 64 (O): 0.12, atom 65 (O): 0.00, atom 66 (C): -0.02, atom 67 (C): -0.53, atom 68 (O): 0.09, atom 69 (O): -0.04, atom 70 (C): 0.01, atom 71 (C): -0.55, atom 72 (O): 0.13, atom 73 (O): -0.11, atom 74 (C): -0.01, atom 75 (H): 0.10, atom 76 (H): 0.11, atom 77 (H): 0.09, atom 78 (H): 0.03, atom 79 (H): 0.03, atom 80 (H): 0.03, atom 81 (H): 0.05, atom 82 (H): 0.03, atom 83 (H): 0.03, atom 84 (H): 0.10, atom 85 (H): 0.09, atom 86 (H): 0.09, atom 87 (H): 0.10, atom 88 (H): 0.10, atom 89 (H): 0.10, atom 90 (H): 0.10, atom 91 (H): 0.09, atom 92 (H): 0.10